{
  "formula": "C46H66O10",
  "method": "wB97M-V/def2-TZVPD",
  "homo_lumo_gap_ha": 0.35212,
  "total_energy_ev": -69244.266,
  "smiles": "c1ccccc1.c1ccccc1.c1ccccc1.c1ccccc1.c1ccccc1.c1ccccc1.OCCO.OCCO.OCCO.OCCO.OCCO",
  "symbols": ["C", "C", "C", "C", "C", "C", "H", "H", "H", "H", "H", "H", "C", "C", "C", "C", "C", "C", "H", "H", "H", "H", "H", "H", "C", "C", "C", "C", "C", "C", "H", "H", "H", "H", "H", "H", "C", "C", "C", "C", "C", "C", "H", "H", "H", "H", "H", "H", "C", "C", "C", "C", "C", "C", "H", "H", "H", "H", "H", "H", "C", "C", "C", "C", "C", "C", "H", "H", "H", "H", "H", "H", "O", "C", "C", "O", "H", "H", "H", "H", "H", "H", "O", "C", "C", "O", "H", "H", "H", "H", "H", "H", "O", "C", "C", "O", "H", "H", "H", "H", "H", "H", "O", "C", "C", "O", "H", "H", "H", "H", "H", "H", "O", "C", "C", "O", "H", "H", "H", "H", "H", "H"],
  "positions_angstrom": [[12.690, 8.269, 9.708], [13.032, 8.788, 8.427], [14.366, 8.596, 8.016], [15.306, 7.969, 8.862], [14.935, 7.478, 10.088], [13.622, 7.563, 10.513], [11.666, 8.439, 10.146], [12.246, 9.200, 7.855], [14.608, 8.976, 7.021], [16.307, 7.900, 8.444], [15.697, 7.018, 10.769], [13.312, 7.276, 11.484], [18.142, 13.569, 8.888], [18.977, 14.642, 8.632], [19.592, 15.301, 9.691], [19.275, 14.995, 10.994], [18.349, 13.970, 11.243], [17.871, 13.193, 10.215], [17.750, 12.950, 8.083], [19.065, 15.090, 7.631], [20.289, 16.147, 9.477], [19.708, 15.468, 11.874], [18.189, 13.601, 12.232], [17.366, 12.235, 10.394], [8.248, 12.592, 8.607], [8.820, 11.659, 9.472], [10.174, 11.479, 9.525], [11.002, 12.252, 8.706], [10.425, 13.117, 7.770], [9.059, 13.287, 7.697], [7.204, 12.803, 8.603], [8.168, 11.293, 10.267], [10.663, 10.865, 10.285], [12.073, 12.117, 8.886], [11.084, 13.686, 7.105], [8.569, 13.870, 6.923], [12.569, 16.878, 6.808], [13.544, 17.762, 7.263], [14.868, 17.626, 6.839], [15.246, 16.565, 6.022], [14.271, 15.690, 5.559], [12.951, 15.836, 5.952], [11.538, 16.960, 7.084], [13.273, 18.625, 7.861], [15.620, 18.356, 7.133], [16.311, 16.558, 5.747], [14.507, 14.773, 5.022], [12.249, 15.038, 5.678], [11.326, 10.845, 14.518], [12.442, 10.543, 15.271], [13.566, 10.036, 14.661], [13.523, 9.793, 13.293], [12.407, 10.142, 12.551], [11.286, 10.676, 13.158], [10.508, 11.275, 15.061], [12.403, 10.670, 16.376], [14.434, 9.799, 15.287], [14.461, 9.495, 12.745], [12.449, 10.153, 11.471], [10.406, 11.041, 12.647], [14.174, 12.087, 10.199], [14.430, 12.342, 8.829], [14.643, 13.584, 8.322], [14.532, 14.673, 9.228], [14.180, 14.444, 10.562], [14.003, 13.158, 11.046], [14.208, 11.045, 10.540], [14.624, 11.473, 8.131], [14.862, 13.783, 7.298], [14.753, 15.687, 8.986], [14.019, 15.294, 11.206], [13.746, 12.939, 12.073], [15.979, 16.858, 12.689], [16.723, 17.011, 11.448], [16.078, 18.181, 10.746], [15.982, 19.369, 11.444], [16.226, 16.102, 13.209], [17.794, 17.149, 11.670], [16.675, 16.081, 10.832], [15.071, 17.843, 10.471], [16.594, 18.324, 9.789], [15.633, 19.273, 12.341], [12.580, 14.950, 13.499], [11.263, 14.493, 13.759], [10.692, 15.407, 14.852], [10.878, 16.775, 14.415], [12.469, 15.896, 13.287], [10.630, 14.573, 12.880], [11.323, 13.460, 14.154], [11.226, 15.350, 15.836], [9.596, 15.200, 15.068], [10.294, 17.010, 13.707], [8.892, 17.438, 9.622], [9.538, 16.197, 9.619], [10.985, 16.232, 10.049], [10.994, 16.633, 11.462], [9.106, 17.901, 10.486], [9.096, 15.419, 10.285], [9.423, 15.764, 8.623], [11.573, 16.981, 9.536], [11.461, 15.270, 10.051], [11.880, 16.959, 11.727], [13.395, 17.439, 12.764], [13.064, 18.825, 12.903], [12.497, 19.562, 11.575], [13.001, 19.103, 10.335], [14.361, 17.267, 12.674], [12.305, 18.892, 13.720], [13.913, 19.440, 13.179], [12.717, 20.646, 11.701], [11.457, 19.382, 11.429], [13.900, 19.412, 10.155], [15.885, 13.510, 16.983], [15.350, 12.759, 15.937], [15.958, 13.246, 14.631], [15.394, 14.435, 14.024], [15.451, 14.372, 16.949], [15.541, 11.683, 16.061], [14.222, 12.898, 15.891], [15.871, 12.461, 13.858], [17.018, 13.312, 14.775], [14.448, 14.256, 13.933]],
  "mulliken_charge": [-0.024, -0.613, -0.338, -0.614, -0.306, -0.670, 0.373, 0.554, 0.412, 0.390, 0.318, 0.591, -0.201, -0.572, -0.123, -0.807, 0.055, -0.635, 0.411, 0.343, 0.304, 0.417, 0.475, 0.355, -0.448, -0.580, -0.085, -0.199, 0.130, -0.556, 0.429, 0.326, 0.127, 0.284, 0.249, 0.356, -0.700, -0.312, -0.587, -0.221, -0.688, -0.095, 0.558, 0.362, 0.458, 0.352, 0.385, 0.559, -0.480, -0.722, -0.610, -0.192, 0.913, -0.470, 0.430, 0.346, 0.527, 0.280, -0.400, 0.315, 0.430, -0.331, -0.952, 0.038, 1.305, -0.335, -0.077, -0.194, 0.555, 0.024, -0.486, 0.278, -0.608, 0.597, 0.040, -0.677, 0.208, 0.275, -0.504, -0.401, 0.488, 0.423, -0.330, 0.816, -0.604, -0.447, 0.132, 0.007, -0.465, 0.268, 0.311, 0.301, -0.640, -0.598, 0.842, -0.037, 0.384, 0.278, 0.157, 0.048, -0.343, -0.156, -0.520, -0.826, -0.572, -0.382, 0.135, 0.425, 0.483, 0.433, 0.276, 0.318, -0.622, -0.344, -0.373, 0.036, 0.337, 0.287, 0.124, 0.248, 0.417, -0.032]
}